This record from the Open Molecules 2025 dataset describes one molecule with the formula C2H2N4OS. The level of theory is wB97M-V/def2-TZVPD.

Its energy above the lowest of the compared OMol25 structures with the same formula, charge and spin is 152.8 kJ/mol. The SMILES is Nc1nnnoc1=S. Its total energy is -769.76483 a.u. Its HOMO-LUMO gap is 0.31268 Eh. The HOMO energy is -9.61 eV.

XYZ file:
```
10
C2H2N4OS | the Open Molecules 2025 dataset | wB97M-V/def2-TZVPD
N 0.67 1.52 -0.01
C -0.07 0.41 0.00
N -1.38 0.53 -0.01
N -2.11 -0.62 0.00
N -1.68 -1.77 -0.01
O -0.19 -1.94 0.00
C 0.62 -0.90 -0.01
S 2.25 -1.07 -0.01
H 0.21 2.42 0.01
H 1.68 1.43 0.03
```